#A
DFT (ωB97M-V with the def2-TZVPD basis set) results for an isolated molecule of C20H26N2O3S.

The geometry in ORCA input format:
```
! RIJCOSX wB97M-V def2-TZVPD def2/J DEFGRID3
* xyz 0 1
C 7.561 1.804 0.996
H 7.962 2.802 1.157
O 6.317 1.970 0.365
C 5.668 0.750 0.093
C 4.342 1.081 -0.611
N 3.306 0.121 -0.294
C 2.212 0.422 0.458
C 1.454 -0.734 0.616
C 2.146 -1.763 -0.081
C 3.269 -1.219 -0.627
C 4.279 -1.928 -1.460
H 4.108 -2.998 -1.370
H 4.180 -1.664 -2.513
H 5.296 -1.714 -1.141
H 1.837 -2.783 -0.187
C 0.219 -0.859 1.361
O -0.348 0.064 1.924
C -0.392 -2.244 1.397
H -1.214 -2.274 2.113
H 0.344 -3.012 1.625
S -1.065 -2.671 -0.253
C -2.320 -1.406 -0.336
C -1.993 -0.135 -0.777
C -2.960 0.849 -0.789
C -4.262 0.570 -0.374
C -4.585 -0.716 0.051
C -3.612 -1.696 0.070
H -3.855 -2.693 0.404
H -5.590 -0.938 0.368
N -5.192 1.612 -0.405
C -6.524 1.591 -0.102
O -7.135 0.610 0.250
C -7.166 2.956 -0.261
H -6.690 3.675 0.403
H -7.063 3.303 -1.288
H -8.220 2.884 -0.013
H -4.808 2.501 -0.696
H -2.705 1.847 -1.120
H -0.986 0.082 -1.099
C 1.931 1.778 0.996
H 1.824 2.508 0.192
H 1.000 1.735 1.554
H 2.725 2.112 1.664
C 4.528 1.287 -2.112
H 4.966 0.415 -2.587
H 5.191 2.134 -2.267
H 3.570 1.498 -2.582
H 4.025 2.037 -0.184
H 6.314 0.119 -0.536
H 5.467 0.208 1.032
H 8.252 1.228 0.369
H 7.452 1.292 1.960
*
```

The structure (SMILES) is COC[C@@H](C)n1c(C)cc(C(=O)CSc2ccc(NC(C)=O)cc2)c1C. For the gap between HOMO and LUMO, the calculation gives 8.716 eV. The HOMO energy comes out at -0.296 Eh. Its LUMO energy is 0.02409 Ha.

=====

#B
DFT (ωB97M-V with the def2-TZVPD basis set) results for an isolated molecule of C20H26N2O3S.

The geometry in ORCA input format:
```
! RIJCOSX wB97M-V def2-TZVPD def2/J DEFGRID3
* xyz 0 1
C 7.442 -2.578 -0.127
C 6.073 -2.364 0.508
C 5.829 -0.916 0.937
C 5.589 0.016 -0.255
O 4.455 -0.350 -1.015
C 3.208 -0.101 -0.543
C 2.900 0.646 0.592
C 1.580 0.854 0.947
C 0.544 0.322 0.190
C 0.852 -0.442 -0.931
C 2.164 -0.640 -1.300
H 2.414 -1.220 -2.173
H 0.054 -0.878 -1.513
C -0.877 0.465 0.619
O -1.528 -0.515 0.966
N -1.403 1.710 0.638
C -0.807 2.848 -0.031
C -1.403 3.071 -1.419
H -0.919 3.920 -1.894
H -2.469 3.271 -1.356
H -1.248 2.190 -2.038
H 0.267 2.681 -0.119
H -0.971 3.735 0.590
C -2.746 1.885 1.163
H -2.872 1.192 2.000
H -2.854 2.912 1.516
C -3.857 1.607 0.138
O -4.619 2.472 -0.247
N -3.875 0.334 -0.280
H -3.232 -0.326 0.152
C -4.880 -0.168 -1.196
C -5.872 -1.028 -0.484
C -6.889 -0.628 0.328
C -7.605 -1.708 0.889
C -7.119 -2.913 0.501
S -5.773 -2.757 -0.556
H -7.466 -3.892 0.767
H -8.445 -1.589 1.550
H -7.116 0.407 0.511
H -4.391 -0.735 -1.994
H -5.380 0.708 -1.620
H 1.355 1.427 1.836
H 3.676 1.073 1.208
H 5.515 1.058 0.080
H 6.420 -0.054 -0.960
H 6.687 -0.543 1.499
H 4.955 -0.886 1.590
H 5.292 -2.658 -0.196
H 5.987 -3.006 1.388
H 7.539 -2.014 -1.051
H 8.231 -2.264 0.553
H 7.587 -3.630 -0.358
*
```

The structure (SMILES) is CCCCOc1ccc(C(=O)N(CC)CC(=O)NCc2cccs2)cc1. For the gap between HOMO and LUMO, the calculation gives 9.328 eV. The HOMO energy comes out at -0.318 Eh. Its LUMO energy is 0.02524 Ha.

=====

Stability ranking, top entry: #B; the second entry is 0.291 eV less favorable.

=====

#A
DFT (ωB97M-V with the def2-TZVPD basis set) results for an isolated molecule of C6H8O3.

The geometry in ORCA input format:
```
! RIJCOSX wB97M-V def2-TZVPD def2/J DEFGRID3
* xyz 0 1
C 0.063 0.197 -2.181
C 0.385 0.626 -0.734
C 1.245 -0.392 -0.105
C -0.834 -0.152 0.016
C -1.062 0.713 1.294
C -0.421 0.378 2.435
H 0.791 -1.881 -1.582
H 0.174 1.656 -0.360
H 1.708 -0.049 0.863
H 1.849 -1.042 -0.818
H -1.770 -0.227 -0.606
H -1.477 1.607 1.124
H -0.187 -0.843 2.779
H -0.463 1.000 3.267
O 0.345 -1.171 -2.357
O -0.331 0.853 -3.245
O -0.015 -1.272 0.210
*
```

The structure (SMILES) is C=C[C@@H]1OC[C@H]1C(=O)O. For the gap between HOMO and LUMO, the calculation gives 10.385 eV. The HOMO energy comes out at -0.365 Eh. Its LUMO energy is 0.01680 Ha.

=====

#B
DFT (ωB97M-V with the def2-TZVPD basis set) results for an isolated molecule of C6H8O3.

The geometry in ORCA input format:
```
! RIJCOSX wB97M-V def2-TZVPD def2/J DEFGRID3
* xyz 0 1
C -0.942 -0.831 1.149
C -0.534 0.277 0.219
C -1.669 0.382 -0.865
C -0.273 -0.132 -1.251
C 1.586 -0.618 -0.211
C 0.944 0.649 0.534
H -0.106 -1.164 1.878
H -1.807 -0.678 1.766
H -1.166 -1.785 0.554
H -2.528 -0.236 -0.610
H -1.953 1.307 -1.365
H 0.277 0.644 -1.808
H 1.125 0.762 1.598
H 2.280 1.725 -0.299
O 0.664 -1.279 -1.040
O 2.748 -0.870 -0.165
O 1.355 1.844 -0.084
*
```

The structure (SMILES) is C[C@]12C[C@@H]1OC(=O)[C@H]2O. For the gap between HOMO and LUMO, the calculation gives 9.934 eV. The HOMO energy comes out at -0.338 Eh. Its LUMO energy is 0.02700 Ha.

=====

#C
DFT (ωB97M-V with the def2-TZVPD basis set) results for an isolated molecule of C6H8O3.

The geometry in ORCA input format:
```
! RIJCOSX wB97M-V def2-TZVPD def2/J DEFGRID3
* xyz 0 1
C -0.072 1.125 -0.665
C 0.669 -0.077 -1.061
C -0.451 -1.166 -0.819
C -1.437 0.052 1.130
C -0.180 1.001 0.893
C 1.685 -0.188 -0.032
H 1.084 -0.189 -2.002
H -0.802 -1.492 -1.659
H -0.328 -2.076 -0.250
H -2.193 0.721 1.478
H -1.185 -0.839 1.744
H -0.386 1.855 1.610
H 2.772 0.226 -0.266
H 1.995 -1.182 0.262
O -0.620 2.146 -1.182
O -1.723 -0.444 -0.290
O 1.170 0.527 1.109
*
```

The structure (SMILES) is O=C1[C@@H]2COC[C@H]1OC2. For the gap between HOMO and LUMO, the calculation gives 9.973 eV. The HOMO energy comes out at -0.337 Eh. Its LUMO energy is 0.02918 Ha.

=====

#D
DFT (ωB97M-V with the def2-TZVPD basis set) results for an isolated molecule of C6H8O3.

The geometry in ORCA input format:
```
! RIJCOSX wB97M-V def2-TZVPD def2/J DEFGRID3
* xyz 0 1
C -1.368 -0.954 0.081
C -1.526 0.179 1.050
C -0.076 0.667 1.044
C -0.142 -0.933 -0.967
C 0.174 0.478 -1.390
C 0.162 1.491 -0.334
H -1.321 -1.917 0.410
H -2.392 -1.079 -0.440
H -1.279 -0.262 2.185
H -2.263 0.841 1.111
H 0.054 1.276 1.849
H -0.392 -1.844 -1.639
H -0.196 0.553 -2.308
H -0.003 2.558 -0.510
O 0.729 -0.488 1.380
O 0.894 -1.223 -0.015
O 1.433 0.998 -1.059
*
```

The structure (SMILES) is C1C[C@H]2OO[C@@H]1[C@@H]1O[C@@H]12. For the gap between HOMO and LUMO, the calculation gives 10.221 eV. The HOMO energy comes out at -0.350 Eh. Its LUMO energy is 0.02593 Ha.

=====

Stability ranking, top entry: #C; the second entry is 0.560 eV less favorable.

=====

#A
DFT (ωB97M-V with the def2-TZVPD basis set) results for an isolated molecule of C3H5NP2.

The geometry in ORCA input format:
```
! RIJCOSX wB97M-V def2-TZVPD def2/J DEFGRID3
* xyz 0 1
C 0.383 -0.787 -0.648
C -0.049 0.313 0.059
C -1.792 0.595 -0.101
N 1.570 -1.214 -0.546
P 0.993 1.152 1.113
P 2.593 -0.040 0.276
H -0.408 -1.294 -1.265
H -1.848 1.521 0.443
H -2.114 -0.370 0.261
H -1.915 0.670 -1.091
H 2.588 -0.547 1.499
*
```

The structure (SMILES) is CC1=P#[PH]N=C1. For the gap between HOMO and LUMO, the calculation gives 8.759 eV. The HOMO energy comes out at -0.339 Eh. Its LUMO energy is -0.01722 Ha.

=====

#B
DFT (ωB97M-V with the def2-TZVPD basis set) results for a cluster of 2 separate species, C3H5NP2 in total.

The geometry in ORCA input format:
```
! RIJCOSX wB97M-V def2-TZVPD def2/J DEFGRID3
* xyz 0 1
C 0.544 0.275 1.101
C 0.300 0.065 -0.360
C -1.225 -1.935 -0.686
N 1.150 1.380 1.397
P 0.488 1.334 -1.447
P 1.579 2.426 0.125
H 0.508 -0.478 1.887
H -0.402 -2.607 -0.920
H -1.937 -1.645 -1.591
H -1.367 -1.858 0.357
H 0.363 3.043 0.139
*
```

For the gap between HOMO and LUMO (alpha / beta), the calculation gives 8.212 / 8.330 eV. The HOMO energy (alpha / beta) comes out at -0.322 / -0.318 Eh. Its LUMO energy (alpha / beta) is -0.02049 / -0.01165 Ha.

=====

Stability ranking, top entry: #A; the second entry is 2.913 eV less favorable.

=====

#A
DFT (ωB97M-V with the def2-TZVPD basis set) results for a structure of composition C8H13NOS.

The geometry in ORCA input format:
```
! RIJCOSX wB97M-V def2-TZVPD def2/J DEFGRID3
* xyz 0 3
C 1.229 1.420 -0.500
C 2.166 -1.157 -0.083
C 0.812 2.659 -0.565
C -0.066 -0.063 0.014
C -1.110 -1.914 -1.557
C -0.331 0.547 2.439
C -0.740 -0.417 -1.366
C -1.058 0.570 1.063
N 0.900 -1.028 0.518
O 2.835 -2.143 -0.020
S 2.738 0.399 -0.752
H 1.553 3.359 -0.995
H -0.189 2.951 -0.560
H -1.412 -2.187 -2.541
H -1.840 -2.332 -0.717
H -0.228 -2.380 -1.398
H 0.584 0.890 2.153
H -0.262 -0.422 2.925
H -1.015 1.197 3.064
H -1.701 0.361 -1.513
H -0.101 -0.144 -2.215
H -1.082 1.645 0.874
H -2.061 0.109 0.910
H 0.380 -1.920 0.824
*
```

For the gap between HOMO and LUMO (alpha / beta), the calculation gives 5.901 / 6.699 eV. Its expectation value of S² is 2.013. The HOMO energy (alpha / beta) comes out at -0.192 / -0.342 Eh. Its LUMO energy (alpha / beta) is 0.02454 / -0.09566 Ha.

=====

#B
DFT (ωB97M-V with the def2-TZVPD basis set) results for a cluster of 2 separate species, C8H13NOS in total.

The geometry in ORCA input format:
```
! RIJCOSX wB97M-V def2-TZVPD def2/J DEFGRID3
* xyz 0 3
C -0.336 2.178 1.767
C -0.206 0.957 1.679
C -1.525 0.580 -0.725
C 1.624 -0.645 1.385
C -0.754 -1.495 1.705
C 1.312 -0.543 -2.956
C -0.313 -0.160 -0.746
C 0.127 -0.385 1.317
N -1.513 1.952 -0.850
O -2.631 0.021 -0.728
S 1.152 0.572 -1.543
H -0.586 3.153 2.117
H 1.971 -1.452 0.618
H 2.301 0.205 0.993
H 1.750 -1.005 2.317
H -1.073 -1.297 2.734
H -0.119 -2.288 1.712
H -1.714 -1.535 1.084
H 2.192 -0.173 -3.319
H 0.387 -0.530 -3.627
H 1.418 -1.634 -2.592
H -0.550 -1.253 -0.849
H -0.538 2.372 -0.970
H -2.377 2.406 -0.523
*
```

For the gap between HOMO and LUMO (alpha / beta), the calculation gives 6.099 / 6.810 eV. Its expectation value of S² is 2.028. The HOMO energy (alpha / beta) comes out at -0.203 / -0.336 Eh. Its LUMO energy (alpha / beta) is 0.02120 / -0.08552 Ha.

=====

Stability ranking, top entry: #B; the second entry is 0.283 eV less favorable.

=====

#A
DFT (ωB97M-V with the def2-TZVPD basis set) results for a cluster of 2 separate species, C3H10NO2S2 in total.

The geometry in ORCA input format:
```
! RIJCOSX wB97M-V def2-TZVPD def2/J DEFGRID3
* xyz -1 1
N 0.689 0.216 1.504
C 0.360 -0.176 0.059
C -0.958 -0.908 0.015
O -1.895 -0.248 0.860
C 1.548 -0.949 -0.438
S 1.668 -0.824 -2.326
S 0.212 0.587 -2.731
H -0.203 0.167 1.993
H 1.300 -0.451 1.958
H 0.396 0.818 -0.337
H -1.333 -1.072 -0.995
H -0.880 -1.905 0.464
H 1.502 -2.003 -0.148
H 2.484 -0.590 -0.006
H -0.588 1.961 0.503
H -0.986 2.307 -0.896
H -2.062 0.636 0.492
O -1.254 2.434 0.030
*
```

For the gap between HOMO and LUMO, the calculation gives 6.128 eV. The HOMO energy comes out at -0.095 Eh. Its LUMO energy is 0.13036 Ha.

=====

#B
DFT (ωB97M-V with the def2-TZVPD basis set) results for a cluster of 2 separate species, C3H10NO2S2 in total.

The geometry in ORCA input format:
```
! RIJCOSX wB97M-V def2-TZVPD def2/J DEFGRID3
* xyz -1 1
N 1.333 0.927 -0.239
C 0.440 -0.159 0.200
C 0.393 -0.085 1.758
O -0.923 0.342 2.243
C 0.861 -1.553 -0.254
S 0.090 -2.203 -1.795
S -1.121 -0.696 -2.584
H 2.319 0.700 -0.164
H 1.145 1.123 -1.217
H -0.495 0.200 -0.233
H 0.586 -1.030 2.247
H 1.027 0.739 2.007
H 0.488 -2.198 0.541
H 1.941 -1.667 -0.348
H -2.676 1.526 -0.563
H -1.700 1.408 -1.715
H -1.368 0.646 1.448
O -2.338 1.977 -1.332
*
```

For the gap between HOMO and LUMO, the calculation gives 6.228 eV. The HOMO energy comes out at -0.100 Eh. Its LUMO energy is 0.12857 Ha.

=====

Stability ranking, top entry: #A; the second entry is 0.111 eV less favorable.